Record 1
ORCA calculation (ωB97M-V/def2-TZVPD) on a 15-piece molecular cluster, C18H50N14O30 overall in a non-equilibrium geometry.

## Properties
F_max, hartree/bohr: 0.07776
Total charge: 0
DFT total energy, Ha: -3738.239099
Gap between HOMO and LUMO, eV: 9.71
E_HOMO, Ha: -0.3862
E_LUMO, eV: -0.797
Multiplicity: 1

Structure (XYZ):
```
112
Properties=species:S:1:pos:R:3:mulliken_charge:R:1
H -3.675 7.555 -18.971 0.347
H -4.017 10.432 -11.452 -0.090
H 2.145 5.649 -14.704 0.130
H -4.407 8.747 -8.380 0.320
C 0.036 8.961 -14.134 -0.257
O -3.122 4.522 -15.172 -0.726
C -2.063 1.170 -14.815 -0.633
O -6.520 4.936 -15.847 -0.379
H -7.150 2.939 -17.742 0.328
H -2.009 1.995 -14.105 0.144
H -4.827 4.587 -12.755 0.029
H -3.232 5.618 -9.309 0.026
N -4.893 11.930 -12.667 0.973
C 0.949 1.740 -16.869 -0.986
C -1.049 5.504 -14.458 0.068
C -2.751 7.527 -18.394 -0.342
H -5.392 2.824 -17.995 0.321
C -2.512 5.527 -14.856 0.516
O -5.648 5.346 -17.796 -0.542
O -2.650 11.086 -16.110 -0.287
H -1.884 1.335 -15.877 0.330
H 1.972 1.659 -17.235 0.344
H -6.497 4.000 -13.256 0.342
H -4.982 3.458 -13.982 -0.160
H -8.638 8.134 -13.955 0.327
C -1.798 13.227 -16.105 -0.924
O -4.250 7.532 -10.944 -0.360
H 0.310 2.082 -17.684 0.364
H 0.629 0.865 -16.303 0.286
C -6.173 3.121 -17.296 -0.852
O -5.932 11.935 -12.043 -0.539
O -0.836 6.766 -19.447 -0.554
H -4.774 8.503 -13.165 0.017
C -3.703 11.368 -11.913 -0.347
H -6.092 12.483 -16.737 0.316
O -6.255 2.673 -11.254 -0.599
C -3.009 4.557 -9.417 -0.671
N -5.104 8.126 -10.268 0.771
O -0.833 4.041 -10.017 -0.563
N -1.932 4.382 -10.419 0.889
H -5.337 9.053 -14.741 0.178
H -5.561 10.912 -16.620 -0.008
N -2.757 12.165 -16.591 0.851
H -2.596 4.342 -8.432 0.359
H -0.829 5.873 -13.456 0.018
H -2.847 11.261 -12.580 0.141
H -4.933 6.287 -14.244 -0.319
H -6.640 11.178 -17.933 0.318
N 1.649 5.928 -10.120 0.748
H 0.798 9.267 -13.417 0.273
N 1.097 2.924 -16.025 1.022
C -4.587 8.442 -14.238 -0.808
N -9.462 6.914 -15.460 1.028
O -8.169 11.802 -15.362 -0.578
C 2.750 5.265 -13.883 -0.306
O 0.885 6.284 -11.036 -0.307
O 0.089 8.513 -16.376 -0.542
H -2.541 8.390 -17.763 0.070
H -0.537 8.138 -13.705 0.110
O -2.983 6.739 -14.572 0.551
O -4.351 1.338 -15.179 -0.487
H -0.783 12.845 -15.996 0.306
C -8.442 7.160 -14.405 -0.538
O -5.996 8.801 -10.686 -0.454
N -3.437 0.614 -14.814 0.819
C -5.458 3.747 -13.045 -0.137
H 2.198 5.244 -12.944 0.054
N 3.846 6.252 -13.602 1.035
H 3.265 4.346 -14.164 0.279
N 0.729 8.502 -15.374 1.026
H -4.685 6.923 -8.633 0.154
O 3.925 6.746 -12.477 -0.596
O -4.714 12.332 -13.807 -0.517
C -4.326 7.025 -14.770 0.363
H -5.974 7.954 -8.267 0.296
O 2.450 5.005 -10.308 -0.481
H -0.770 4.462 -14.615 -0.171
H -0.507 9.860 -14.425 0.029
O -1.681 8.603 -20.141 -0.600
O -9.058 6.638 -16.575 -0.519
C 1.676 6.581 -8.789 -0.858
H -2.650 6.623 -17.792 0.043
O -2.230 4.582 -11.597 -0.412
H 0.652 6.706 -8.436 0.262
C -6.456 11.468 -16.899 -0.563
O -3.634 -0.468 -14.340 -0.554
N -6.081 4.572 -16.957 0.930
O -4.462 1.829 -12.094 -0.572
C -5.021 7.947 -8.795 -0.710
H -4.656 6.811 -15.786 0.012
O 4.572 6.505 -14.522 -0.579
H -3.835 3.968 -9.817 0.262
H -0.483 6.112 -15.163 0.195
N -7.575 10.984 -16.014 1.027
O -7.777 9.826 -15.944 -0.555
N -1.621 7.678 -19.350 1.034
O -10.640 6.960 -15.111 -0.623
O 1.874 8.124 -15.236 -0.585
N -5.378 2.683 -12.031 1.088
H 2.141 7.534 -9.041 0.345
O -3.386 12.419 -17.612 -0.551
H -2.126 13.692 -15.175 0.274
H -8.491 6.357 -13.670 0.358
H 2.343 6.092 -8.078 0.313
O 1.440 2.743 -14.871 -0.546
O 0.707 3.976 -16.472 -0.483
H -1.419 0.402 -14.386 0.329
H -3.728 9.075 -14.459 0.103
H -7.492 7.124 -14.939 -0.034
H -6.059 2.573 -16.360 0.268
H -1.822 14.015 -16.858 0.371
H -3.467 11.989 -11.049 0.376
```

***

Record 2
ORCA calculation (ωB97M-V/def2-TZVPD) on one molecule with the formula C23H24N4O3 in a non-equilibrium geometry.

## Properties
F_max, hartree/bohr: 0.03153
Total charge: 0
DFT total energy, Ha: -1335.561525
Relative energy (zero: lowest compared OMol25 entry of this formula, charge and spin), kJ/mol: 294.51
Gap between HOMO and LUMO, eV: 8.10
E_HOMO, Ha: -0.2783
E_LUMO, eV: 0.522
Multiplicity: 1

Structure (XYZ):
```
54
Properties=species:S:1:pos:R:3:mulliken_charge:R:1
H 0.025 2.634 -5.445 0.310
C 2.412 -0.522 -3.993 -0.462
C -0.531 0.802 1.009 -0.767
C -2.048 -2.706 6.060 -0.434
H 0.087 -2.267 9.230 0.382
C -0.578 0.289 2.291 -0.502
H -3.088 -4.221 7.150 0.375
H -0.282 1.842 0.859 0.443
C -0.775 -0.896 4.873 -0.468
C 3.156 0.558 -2.091 -0.304
C -0.773 0.525 -1.431 0.619
H -2.639 -2.826 5.166 0.376
O 3.399 -0.496 -2.987 -0.442
C -1.028 -1.765 6.078 0.361
H 0.254 -0.513 4.894 0.434
C -0.521 2.009 -2.983 0.760
H 3.952 0.521 -1.345 0.397
C -1.169 -1.864 1.386 -0.509
H -1.465 -0.037 4.897 0.389
H 0.227 4.373 -5.152 0.411
H 2.676 -1.341 -4.663 0.351
C 3.156 1.908 -2.812 -0.812
C -1.059 0.475 -4.892 -0.003
O -0.993 -1.657 3.702 -0.358
H -1.412 -2.899 1.563 0.432
H 1.553 0.762 -5.490 0.541
H 4.155 2.081 -3.249 0.345
N -0.344 3.251 -3.509 -0.234
N 2.120 1.892 -3.830 0.622
C -0.874 0.790 -3.544 0.134
C 1.909 3.166 -4.492 -0.907
H 2.942 2.702 -2.092 0.460
O -0.467 1.847 -1.648 -0.416
H -1.329 -1.971 -0.745 0.503
H -0.360 0.941 3.122 0.422
N -1.203 0.237 -6.007 -0.625
H 2.266 3.967 -3.837 0.443
H 2.185 0.412 -1.594 0.021
H 1.429 -0.725 -3.545 0.195
C -1.122 -1.352 0.113 -0.690
H -1.725 -3.941 9.188 0.373
H -0.065 3.922 -2.802 0.320
C -2.295 -3.489 7.174 -0.508
H 0.537 -0.886 7.246 0.337
N -1.012 -0.121 -2.526 -0.610
C -0.261 -1.615 7.225 -0.527
C -0.514 -2.392 8.341 -0.553
C -1.531 -3.332 8.318 -0.433
C -0.904 -1.050 2.495 0.853
C 2.362 0.799 -4.760 -1.032
H 2.453 3.239 -5.444 0.350
C -0.807 -0.005 -0.092 0.137
C 0.405 3.376 -4.744 -0.902
H 3.319 0.944 -5.293 0.398
```

***

Record 3
ORCA calculation (ωB97M-V/def2-TZVPD) on C35H57N2O2P2Pt as an isolated structure in a non-equilibrium geometry.

## Properties
F_max, hartree/bohr: 0.11630
Total charge: +1
DFT total energy, Ha: -2429.545679
⟨S²⟩: 2.010
Relative energy (zero: lowest compared OMol25 entry of this formula, charge and spin), kJ/mol: 168.06
Gap between HOMO and LUMO (spin up / spin down), eV: 5.55 / 6.18
E_HOMO (spin up / spin down), Ha: -0.3056 / -0.3271
E_LUMO (spin up / spin down), eV: -2.764 / -2.724
Multiplicity: 3

Structure (XYZ):
```
99
Properties=species:S:1:pos:R:3:mulliken_charge:R:1
C 1.421 3.787 -0.288 -0.745
H 2.074 -0.794 3.527 0.366
H 1.961 -0.277 -3.560 0.323
H 1.048 -1.093 5.576 0.484
H 3.247 -1.632 1.773 0.413
H -4.900 2.001 1.021 0.357
H 5.152 -1.035 -1.555 0.364
C -1.220 -0.169 -5.328 -0.406
H 4.400 2.125 -0.143 0.332
H 0.052 -3.325 2.581 0.437
C 2.878 1.201 1.902 -1.707
H 1.450 1.379 -2.303 0.439
H 3.686 -2.818 -0.445 0.241
C 2.982 -1.266 -1.859 2.106
H 0.987 -3.288 1.091 0.583
C -2.046 -1.248 3.369 -1.886
H -2.349 3.524 -5.943 0.399
C -3.928 -1.855 1.852 -1.835
H 4.708 -1.538 0.737 0.394
P 2.237 -0.088 -0.549 -0.901
H -2.253 1.905 -7.845 0.400
H 4.669 -1.546 -3.188 0.493
H -3.195 2.895 -0.411 0.304
C -1.573 0.255 -6.611 -0.675
C 0.637 -1.665 4.717 -1.489
C -3.825 -0.442 -1.230 -1.474
C -3.135 -0.677 2.447 1.839
H -0.403 -1.846 4.992 0.254
C -3.632 0.752 -0.271 2.091
H 2.939 2.084 -1.628 0.797
H -0.905 -1.200 -5.143 0.452
H -1.352 -0.462 3.710 0.334
H 2.399 -1.986 -3.814 0.626
H -4.859 0.693 2.748 0.358
H -1.728 2.787 -3.637 0.424
C -3.068 1.985 -1.018 -1.013
N 0.191 1.781 0.283 1.258
C -0.486 -2.267 -0.231 -0.401
H 5.410 1.371 1.106 0.511
O 0.691 -1.349 2.047 0.318
H 1.956 0.766 2.305 -0.151
H 3.262 -3.408 -2.073 0.529
C -4.038 0.228 3.311 -1.829
H 1.970 -2.970 -0.916 0.183
H -2.418 2.474 2.364 0.317
C -1.750 1.865 1.745 -1.911
H -2.530 -1.691 4.260 0.626
H 0.541 0.165 3.560 0.764
C -1.274 0.748 -4.248 -0.139
H 2.995 -3.612 1.872 0.362
C -0.647 2.495 1.158 0.551
Pt -0.106 -0.411 0.121 3.298
H -4.419 -1.242 -0.763 0.326
H 1.080 -2.665 4.793 0.343
H -1.533 -0.455 -7.444 0.400
H 1.011 -1.576 -2.765 0.129
H 0.863 5.579 0.831 0.391
H -3.616 2.118 -1.971 0.622
H -4.487 -0.385 4.115 0.498
C -2.031 2.491 -5.768 -0.782
H -1.470 -2.039 2.869 0.072
C -1.978 1.581 -6.836 -0.373
C 0.971 -0.847 3.407 -1.255
H -4.271 -2.513 2.672 0.489
C 4.729 1.154 0.261 -1.717
H -4.367 -0.109 -2.137 0.475
C 2.022 -1.263 -3.067 -1.770
H 5.313 0.630 -0.507 0.256
H -5.634 1.537 -0.535 0.479
H -3.297 -2.459 1.176 0.259
H 2.648 2.211 1.531 0.315
C 1.161 2.427 -0.432 0.349
C 0.893 -2.829 2.066 -0.761
H 2.615 -3.132 3.548 0.426
C 2.975 -2.697 -1.276 -1.256
C 0.659 4.515 0.666 -0.878
C -5.000 1.174 0.298 -1.898
P -2.280 0.315 1.053 0.740
H -0.941 4.437 2.108 0.512
O -0.741 -3.386 -0.488 -0.590
H 4.449 0.154 -2.695 0.298
C 2.177 -3.531 2.619 -1.677
H -1.996 1.895 -1.240 -0.341
H 3.602 1.300 2.732 0.650
C 4.065 -0.977 1.435 -2.274
H 1.936 -4.603 2.793 0.352
C 4.394 -0.890 -2.341 -1.886
C -0.336 3.886 1.380 -1.053
H -3.446 1.025 3.791 0.337
H -4.822 -1.527 1.297 0.321
C 3.542 0.330 0.806 2.464
C 1.999 1.575 -1.366 -1.641
H -2.864 -0.880 -1.539 0.097
H -5.537 0.342 0.780 0.337
N -0.647 0.051 -1.831 0.172
H 2.213 4.261 -0.873 0.497
C -1.684 2.088 -4.477 -0.284
C -0.922 0.343 -2.936 0.559
H 4.679 -0.724 2.319 0.506
```